Formula: C10H18O2S
Source: the Open Molecules 2025 dataset
Level of theory: wB97M-V/def2-TZVPD

Its energy relative to the best compared isomer or geometry (same formula, charge and spin) is 918.9 kJ/mol. The value obtained for the HOMO-LUMO gap (spin up / spin down) is 0.2650 / 0.2942 hartree. Its lowest unoccupied orbital energy (spin up / spin down) is -0.2 / 0.3 eV. Its calculated total energy is -25582.904 eV.

Last column: natural (NBO) charge in e.
Geometry (Å):
S 1.75187 0.47184 -0.63928  1.44
O -1.59437 2.30328 -1.98767  -0.72
O 2.87795 0.07570 -1.42344  -0.96
C 2.29640 0.01087 1.19605  -0.10
C -1.54660 2.47228 -0.62668  -0.14
C 2.88995 -1.27822 1.27281  -0.70
C -1.61116 1.24840 0.12984  -0.10
C -0.52717 -1.78579 -0.00771  -0.39
C -1.96820 -1.26129 0.33451  -0.39
C -0.03099 -1.43202 -1.47763  -0.56
C 1.97874 0.98871 2.01636  -0.40
C -2.44552 0.08753 -0.22214  -0.48
C 0.37711 -0.04926 -1.50895  -0.46
H 1.51391 1.91895 -0.81422  0.09
H 1.32451 1.70505 1.60584  0.20
H 0.15191 -1.52230 0.79294  0.19
H -2.49523 -0.00875 -1.30011  0.22
H -2.39748 3.24912 -0.37249  0.19
H -2.16045 -1.26660 1.34911  0.20
H -0.63333 -2.95620 0.04176  0.21
H -1.31092 1.28286 1.18959  0.18
H 3.82308 -1.41654 0.76026  0.26
H -3.53176 0.22994 0.15769  0.21
H -2.65687 -1.95123 -0.20842  0.20
H 2.12648 0.99504 3.02824  0.21
H -0.88535 -1.59939 -2.15862  0.23
H -0.71215 3.15820 -0.25356  0.16
H -0.79214 1.79370 -2.18502  0.50
H 3.07925 -1.38849 2.39810  0.24
H 2.27093 -1.97260 0.69740  0.25
H 0.83760 -2.10277 -1.78457  0.23

Formula: C34H52BF5N3O6Si
Source: the Open Molecules 2025 dataset
Level of theory: wB97M-V/def2-TZVPD

The value obtained for the HOMO-LUMO gap is 0.2692 hartree. Its lowest unoccupied orbital energy is -3.0 eV. Its calculated total energy is -74968.755 eV. Its total charge is +1.

Last column: Löwdin charge in e.
Geometry (Å):
Si -4.01877 3.66933 0.68039  0.51
F 1.76427 2.16459 7.33418  0.04
F 3.96465 2.05970 8.26030  0.02
F -0.51854 5.38539 1.42449  -0.01
F 0.13769 5.51667 -0.84708  -0.03
F 2.34052 3.55435 9.23332  0.03
O 3.40170 4.01856 7.03315  -0.01
O 7.70342 2.08776 0.21022  -0.12
O 4.81028 2.66104 4.71709  0.00
O 2.25342 4.10567 -3.06288  0.02
O -2.14547 -3.38468 -3.00885  -0.22
O 0.44915 4.83758 4.15879  0.00
N 7.62495 -1.43966 0.38049  -0.06
N -2.80628 -6.41410 -3.00389  -0.23
N 2.37984 3.62218 4.76312  0.02
C 5.83089 1.50105 1.88402  -0.12
C -1.10402 3.43824 -0.04793  -0.12
C -1.37994 -6.35202 -5.18245  -0.06
C -3.69677 -7.46109 -2.28432  0.02
C -3.72660 -1.51539 1.64153  -0.08
C 3.65641 3.06653 4.18864  -0.21
C 3.83214 2.27389 -0.11406  0.07
C 1.24457 1.65091 -2.76156  -0.18
C 3.40901 2.93559 2.57426  0.06
C 2.01051 0.30383 -2.21752  -0.15
C -2.06442 -5.41334 -0.73663  -0.05
C -2.26560 -7.15677 -4.25036  -0.15
C -3.95983 1.77881 1.10454  -0.22
C -3.63439 0.74996 -0.16194  -0.07
C 2.83062 3.00198 7.93019  -0.24
C 2.44560 4.46876 6.01112  -0.13
C 6.76902 1.00798 0.63333  -0.30
C 1.44436 3.78965 0.65825  0.05
C -4.14927 4.73089 2.32787  -0.22
C -3.51720 -0.87561 0.11726  -0.09
C -3.07643 -3.94869 -3.92288  -0.18
C -1.63853 -6.05827 -2.04978  -0.15
C -3.73751 -5.21516 -3.34697  -0.05
C -5.68066 4.06967 -0.28589  -0.24
C -4.20844 1.14671 2.62424  -0.04
C -4.10093 -0.49778 2.90796  -0.06
C -1.03851 -2.74493 -3.63473  -0.07
C 2.39487 3.03971 -0.49651  0.04
C 1.98130 3.68710 2.19427  0.06
C -2.53372 4.19507 -0.43877  -0.26
C 0.06009 4.57657 0.33474  -0.26
C 1.46253 4.16037 3.64362  -0.19
C 7.75175 -0.20069 1.24189  -0.24
C 4.41094 2.20299 1.45305  -0.01
B 1.97713 2.99048 -2.09076  -0.34
H -0.66908 -5.70182 -4.66918  0.08
H -6.62598 3.69398 0.31078  0.05
H -3.85877 -3.20208 -4.08686  0.14
H -3.24747 -1.55667 -0.82493  0.06
H -4.27261 -0.96698 3.99088  0.09
H 8.87052 0.14516 1.36186  0.12
H -0.16558 -3.39578 -3.54240  0.08
H -2.45704 5.37893 -0.35950  0.11
H 8.43127 -2.05280 0.63679  0.07
H 1.84472 0.28022 -1.03608  0.09
H -1.11178 -6.99624 -1.83575  0.14
H -4.46322 1.88283 3.52809  0.09
H -3.61645 -2.69091 1.80482  0.07
H 2.00242 3.76147 -3.99143  0.11
H -0.94065 -5.41781 -2.58734  0.10
H -1.21375 -2.51611 -4.68970  0.10
H -5.70901 3.56308 -1.34057  0.04
H 2.70542 5.57615 5.64906  0.18
H -5.23224 4.64111 2.82177  0.06
H 8.27107 2.31507 1.02491  0.12
H -5.80635 5.23248 -0.44809  0.05
H -3.49337 1.21360 -1.24891  0.09
H 0.09543 1.58867 -2.55054  0.09
H -0.74931 2.67536 -0.86003  0.10
H -3.06967 -8.30745 -1.98819  0.11
H 1.39822 4.58180 6.57307  0.17
H 4.50702 1.74113 -0.92945  0.10
H -1.70016 -8.01966 -3.87409  0.13
H -4.00660 5.84674 1.99306  0.05
H -1.17318 -5.16849 -0.15099  0.10
H -1.29990 2.79634 0.93896  0.13
H -0.79444 -7.03847 -5.80567  0.10
H -4.16189 -6.99944 -1.41009  0.10
H -2.62768 -4.13812 -4.89724  0.10
H 3.18306 0.36289 -2.41941  0.09
H -3.13506 -7.53377 -4.80491  0.13
H 1.36037 1.64681 -3.94943  0.11
H -2.75936 3.94758 -1.57449  0.09
H -1.97553 -5.76247 -5.88269  0.08
H 7.39085 -0.52079 2.33286  0.12
H 6.19317 0.51741 -0.26013  0.14
H 5.59304 0.67071 2.67516  0.13
H -4.25325 -4.95443 -2.41538  0.13
H -2.62189 -4.48584 -0.87398  0.07
H 1.55120 -0.70062 -2.66706  0.07
H -0.82965 -1.81496 -3.09867  0.09
H -2.67108 -6.08729 -0.12193  0.08
H -3.29396 4.33268 3.02147  0.04
H 7.77024 -1.08752 -0.61335  0.08
H -4.48328 -5.59836 -4.05248  0.14
H -4.47373 -7.78605 -2.98290  0.11
H 6.45515 2.33732 2.45972  0.14

Formula: C36H99CsN9O13S
Source: the Open Molecules 2025 dataset
Level of theory: wB97M-V/def2-TZVPD

Its energy relative to the best compared isomer or geometry (same formula, charge and spin) is 0.0 kJ/mol. The value obtained for the HOMO-LUMO gap is 0.2157 hartree. Its lowest unoccupied orbital energy is 1.4 eV. Its calculated total energy is -90346.330 eV. Its total charge is -1.

Last column: Löwdin charge in e.
Geometry (Å):
Cs -1.87066 -19.35691 13.36674  1.07
S -4.82226 -18.98312 15.61404  0.14
O 0.46764 -19.70638 17.05305  -0.22
O 5.63671 -22.54997 14.79001  -0.22
O -4.81124 -13.84576 12.62817  -0.20
O -0.53334 -16.13213 13.61132  -0.24
O -10.82445 -20.21644 13.46333  -0.19
O -4.61044 -20.17940 14.83309  -0.45
O -4.45599 -19.22738 17.00582  -0.37
O -4.95307 -18.66734 8.98656  -0.19
O -6.21869 -18.58768 15.67150  -0.38
O -3.23952 -22.51106 10.98374  -0.24
O -4.06307 -17.87432 15.07843  -0.46
O 1.13974 -19.35600 12.52048  -0.28
O -1.77890 -20.24789 5.29491  -0.18
N -3.47949 -22.54660 14.77916  0.05
N -2.82931 -21.58099 17.42919  0.07
N -7.34372 -20.97578 14.80109  0.06
N -0.80549 -21.02461 10.82491  0.02
N 3.48484 -20.09892 16.34517  0.04
N -5.60753 -15.49665 14.90737  0.07
N -1.09873 -14.27394 16.84356  0.03
N 0.66874 -21.01625 7.93745  0.03
N -3.86156 -17.27957 12.21150  -0.01
C -4.48140 -18.76880 7.64945  -0.10
C -4.31961 -17.73721 9.85693  -0.20
C 5.29719 -21.36645 15.55616  -0.17
C -0.84065 -20.24006 16.70636  -0.20
C 0.40417 -19.09966 18.35292  -0.12
C 3.75750 -21.36171 15.74727  -0.43
C -1.44570 -21.29461 17.63864  -0.45
C -0.25418 -14.96275 15.81405  -0.37
C -2.69214 -24.25482 13.18568  -0.06
C -0.54705 -20.58849 5.81496  -0.24
C 0.42187 -21.40184 11.50404  -0.40
C 5.86750 -23.68802 15.60813  -0.11
C -0.59804 -20.50509 7.39674  -0.39
C -7.89259 -14.71142 14.79890  -0.07
C -1.21158 -15.38601 14.65721  -0.17
C -9.88072 -20.54597 14.41455  -0.22
C 0.98017 -22.70963 10.92743  -0.05
C -1.79595 -20.34133 3.85120  -0.07
C -8.46477 -20.94825 13.82024  -0.41
C -8.47207 -22.26481 13.09517  -0.09
C -6.59457 -14.87569 14.01297  -0.41
C -12.18141 -19.94566 13.99589  -0.07
C 2.82933 -21.65523 14.55467  -0.02
C -4.24642 -12.69144 12.10784  -0.14
C -0.66608 -19.04722 7.84194  -0.05
C 2.09118 -18.32466 12.78477  -0.10
C -3.84343 -22.26395 12.27517  -0.17
C 1.42640 -20.15166 11.35975  -0.16
C -2.89104 -22.72592 13.44507  -0.41
C -3.95770 -21.97764 9.88880  -0.08
C 0.18949 -15.29712 12.63422  -0.07
C 0.36308 -16.26737 16.49939  -0.03
C -6.20515 -17.86228 11.61916  -0.02
C -5.97827 -13.57237 13.42876  -0.17
C -0.62253 -22.57196 17.42986  -0.05
C -4.68940 -18.10119 11.27133  -0.38
H -0.40291 -18.39138 18.54020  0.10
H -7.29010 -20.03947 15.17600  0.01
H 2.50909 -19.96357 16.56811  0.04
H 3.14071 -18.60305 12.88012  0.08
H -4.68138 -16.72857 9.65732  0.13
H -0.64708 -20.66818 15.72283  0.07
H -3.23188 -17.80159 9.82880  0.12
H -4.18744 -23.25612 14.90367  0.09
H -1.92545 -22.22962 13.34796  0.06
H -6.34627 -17.91632 12.69863  0.07
H -6.81603 -18.58131 11.07332  0.07
H -1.40241 -20.99241 18.68501  0.13
H -3.57977 -24.85106 13.39716  0.08
H 0.44029 -22.33933 17.49601  0.06
H -2.34737 -24.45017 12.17027  0.07
H -1.74021 -14.52168 14.25522  0.12
H -1.52084 -21.73756 10.83315  0.04
H -5.79109 -16.38683 15.34781  0.04
H 1.98369 -22.91599 11.29953  0.07
H 1.36319 -18.64057 18.59295  0.08
H -4.15812 -11.87381 12.82323  0.09
H -0.46164 -16.97931 16.53222  0.07
H -4.76142 -22.82227 12.45866  0.13
H -1.99230 -24.73517 13.86948  0.07
H 1.10451 -16.77044 15.87865  0.06
H 0.37566 -19.81054 19.17872  0.08
H -0.46097 -14.07829 17.60191  0.05
H 1.84429 -17.70020 13.64336  0.08
H -6.53799 -16.84164 11.43042  0.06
H -4.18127 -17.81583 7.21372  0.09
H -9.78238 -19.64007 15.01269  0.12
H -3.45620 -22.04155 8.92314  0.08
H -2.05350 -21.37240 3.60900  0.09
H -0.55924 -21.02085 9.84540  0.02
H -6.71524 -13.03273 12.83399  0.12
H -1.25478 -13.31242 16.57671  0.06
H -3.30413 -12.98069 11.64253  0.08
H 3.56476 -22.10770 16.51827  0.13
H 2.90031 -22.67503 14.17641  0.07
H 2.98946 -20.90147 13.78376  0.06
H -12.21918 -19.09837 14.68056  0.08
H -8.61846 -14.17705 14.18598  0.07
H 2.45665 -20.49334 11.26002  0.11
H -8.66618 -23.01404 13.86269  0.07
H 1.77358 -21.69211 14.82326  0.07
H -4.17389 -17.38538 13.16615  -0.01
H 0.21174 -21.52125 12.56691  0.10
H -6.44158 -20.94797 14.34778  0.03
H 1.30548 -19.71480 10.36846  0.10
H -10.22041 -21.30773 15.11628  0.12
H -2.87164 -22.03970 16.53036  0.01
H -3.66533 -19.49113 7.63006  0.06
H -4.92918 -22.46557 9.80972  0.09
H -12.71280 -20.78919 14.43655  0.08
H 0.04232 -18.45096 7.26683  0.08
H -4.00852 -21.68794 14.83315  0.00
H -8.33210 -15.66054 15.10567  0.08
H 5.89826 -24.53055 14.91725  0.09
H -4.41873 -19.14707 11.41616  0.09
H 1.10162 -22.74431 9.84477  0.05
H 0.85836 -21.95808 7.62585  0.07
H -9.29150 -22.39390 12.38808  0.07
H -0.79176 -23.05567 16.46784  0.07
H 0.49690 -14.26383 15.44592  0.11
H 1.01801 -14.78184 13.12018  0.08
H -2.48923 -19.64728 3.37606  0.09
H -1.52976 -19.39587 16.68199  0.11
H -0.27979 -21.61823 5.57770  0.12
H -1.66216 -18.67310 7.60541  0.06
H -4.20505 -20.94240 10.12374  0.07
H -6.84910 -15.54679 13.19264  0.10
H -7.76329 -14.17178 15.73709  0.07
H 0.77519 -16.13029 17.49912  0.07
H 0.37028 -23.57367 11.19121  0.07
H -2.01077 -15.99872 15.07431  0.12
H -1.45153 -21.08095 7.75458  0.13
H 5.07421 -23.76462 16.35173  0.08
H -4.76516 -15.66201 14.37525  0.03
H -5.24056 -19.23093 7.01840  0.09
H -5.67685 -12.92352 14.25110  0.12
H -0.48898 -14.56481 12.19661  0.08
H 6.82641 -23.57949 16.11488  0.08
H -7.52286 -22.45641 12.59479  0.06
H -3.95163 -16.28088 12.09069  0.06
H -12.77697 -19.67169 13.12506  0.07
H 0.25171 -19.95577 5.42800  0.12
H -0.78684 -20.15027 3.48613  0.08
H 5.92424 -21.24453 16.43936  0.12
H -0.47439 -18.87659 8.90130  0.07
H -0.83349 -23.26074 18.24790  0.07
H 1.40401 -20.45108 7.53736  0.08
H -4.86407 -12.32274 11.28889  0.08
H -8.23497 -20.16973 13.09279  0.12
H -4.10586 -21.21189 12.38654  0.08
H 0.66664 -15.85241 11.82671  0.07
H 5.59122 -20.56089 14.88332  0.12
H 3.65526 -19.33470 15.70720  0.07
H 2.06963 -17.65554 11.92459  0.07
H -3.40265 -20.76072 17.29302  0.02

Formula: C3H5NO2
Source: the Open Molecules 2025 dataset
Level of theory: wB97M-V/def2-TZVPD

Its energy relative to the best compared isomer or geometry (same formula, charge and spin) is 247.2 kJ/mol. The value obtained for the HOMO-LUMO gap is 0.3831 hartree. Its lowest unoccupied orbital energy is 0.8 eV. Its calculated total energy is -8775.133 eV. As for the structure (SMILES): NC(=O)[C@H]1CO1.

Last column: natural (NBO) charge in e.
Geometry (Å):
O -0.15232 -0.77005 1.84295  -0.52
O -0.08013 0.89387 -1.31626  -0.46
N -0.93651 -1.25460 -0.21338  -0.90
C 0.18600 0.78306 0.07202  -0.07
C -0.24132 -0.45569 0.69960  0.66
C 1.28959 0.95066 -0.93730  -0.08
H 1.72644 1.93788 -1.11313  0.20
H -1.94276 -1.33309 0.05900  0.39
H 1.84665 0.05554 -1.20347  0.19
H 0.00732 1.66333 0.64443  0.21
H -0.62808 -2.20011 -0.11263  0.38

Ordered max |F| results: 0.078 0.157 0.090 0.049; unit Eh/bohr.